Version P
DFT (ωB97M-V with the def2-TZVPD basis set) results for a cluster of 7 separate species, H14O7 in total.

Last column: natural (NBO) charge in e.
Element x y z (Å)
O (26.19, 2.43, 8.12)  -0.9531
H (26.28, 1.52, 7.83)  0.4714
H (25.27, 2.64, 7.86)  0.4538
O (27.39, -2.10, 8.64)  -0.9843
H (27.27, -1.30, 8.07)  0.4894
H (26.54, -2.52, 8.69)  0.4728
O (26.28, -0.08, 7.16)  -0.9302
H (26.45, 0.21, 6.28)  0.4977
H (25.40, -0.31, 7.23)  0.4772
O (24.52, -2.33, 8.74)  -0.9603
H (24.20, -2.40, 7.83)  0.4871
H (24.24, -1.46, 9.06)  0.5000
O (26.19, -0.97, 11.63)  -0.9561
H (26.75, -0.36, 12.09)  0.4714
H (26.58, -1.14, 10.78)  0.4822
O (25.43, -4.65, 9.73)  -0.9594
H (25.12, -3.81, 9.39)  0.4727
H (24.66, -4.98, 10.26)  0.4675
O (27.41, -3.77, 5.84)  -0.9441
H (26.67, -4.14, 6.34)  0.4652
H (27.97, -3.40, 6.49)  0.4791

Values from the calculation:
HOMO energy   -11.12 eV
Net charge   0
Frontier orbital gap   10.501 eV



Version Q
DFT (ωB97M-V with the def2-TZVPD basis set) results for a cluster of 7 separate species, H14O7 in total.

Last column: natural (NBO) charge in e.
Element x y z (Å)
O (1.68, 0.81, 2.31)  -0.9387
H (1.01, 1.11, 2.80)  0.4566
H (1.63, -0.09, 2.08)  0.4781
O (1.75, 1.79, -1.58)  -0.9720
H (1.27, 2.46, -1.00)  0.4569
H (1.29, 0.97, -1.30)  0.4878
O (-0.73, -2.10, -2.36)  -0.9405
H (-0.99, -1.32, -2.79)  0.4444
H (-0.57, -1.57, -1.50)  0.4808
O (1.85, -2.03, 1.56)  -0.9323
H (2.43, -2.67, 1.46)  0.4752
H (1.02, -2.47, 1.53)  0.4802
O (-1.11, 1.44, 1.07)  -0.9640
H (-1.50, 1.49, 1.96)  0.4776
H (-1.95, 1.45, 0.52)  0.5040
O (0.63, -0.41, -0.52)  -1.0330
H (1.30, -0.90, 0.06)  0.5110
H (-0.07, 0.08, 0.20)  0.5225
O (-3.02, 0.66, -1.19)  -0.9304
H (-3.48, 1.14, -1.72)  0.4646
H (-2.43, 0.13, -1.60)  0.4713

Values from the calculation:
HOMO energy   -10.15 eV
Net charge   0
Frontier orbital gap   10.216 eV



Version R
DFT (ωB97M-V with the def2-TZVPD basis set) results for a cluster of 7 separate species, H14O7 in total.

Last column: natural (NBO) charge in e.
Element x y z (Å)
O (6.26, 5.35, 19.71)  -0.9321
H (5.81, 4.51, 19.80)  0.4658
H (6.52, 5.38, 18.79)  0.4663
O (7.93, 0.61, 21.17)  -0.9492
H (7.21, 0.30, 20.61)  0.4756
H (8.66, 0.02, 20.96)  0.4734
O (10.55, 1.43, 24.08)  -0.9379
H (11.34, 1.48, 23.54)  0.4639
H (9.83, 1.45, 23.44)  0.4740
O (4.18, -0.71, 23.97)  -0.9364
H (4.16, -0.22, 24.79)  0.4676
H (4.49, -0.08, 23.32)  0.4688
O (10.05, -2.72, 19.77)  -0.9445
H (10.33, -3.24, 20.53)  0.4734
H (10.86, -2.48, 19.32)  0.4714
O (6.21, -3.82, 18.44)  -0.9411
H (7.14, -3.96, 18.61)  0.4701
H (6.09, -2.87, 18.55)  0.4708
O (4.23, -0.35, 19.40)  -0.9458
H (3.40, -0.70, 19.73)  0.4768
H (3.98, 0.42, 18.88)  0.4692

Values from the calculation:
HOMO energy   -11.30 eV
Net charge   0
Frontier orbital gap   11.401 eV



It is version P that is most stable; the runner-up trails by 0.0024 hartree.



Version P
DFT (ωB97M-V with the def2-TZVPD basis set) results for a cluster of 7 separate species, H14O7 in total.

Last column: natural (NBO) charge in e.
Element x y z (Å)
O (-24.35, 20.48, 17.15)  -0.9369
H (-23.57, 20.42, 17.71)  0.4713
H (-24.04, 20.17, 16.29)  0.4656
O (-22.82, 25.92, 17.24)  -0.9344
H (-23.73, 26.17, 17.44)  0.4667
H (-22.33, 26.17, 18.02)  0.4676
O (-19.24, 26.92, 20.22)  -0.9372
H (-19.67, 27.73, 20.50)  0.4676
H (-18.54, 26.80, 20.86)  0.4699
O (-20.87, 21.94, 20.34)  -0.9384
H (-20.61, 22.86, 20.37)  0.4695
H (-21.23, 21.76, 21.21)  0.4688
O (-22.39, 23.12, 24.99)  -0.9388
H (-23.05, 23.58, 24.48)  0.4697
H (-21.95, 23.81, 25.49)  0.4693
O (-23.47, 19.06, 27.08)  -0.9367
H (-22.73, 18.65, 27.53)  0.4657
H (-23.09, 19.78, 26.59)  0.4708
O (-18.63, 23.06, 14.30)  -0.9357
H (-19.31, 23.26, 14.94)  0.4698
H (-19.08, 22.58, 13.61)  0.4658

Values from the calculation:
HOMO energy   -11.39 eV
Net charge   0
Frontier orbital gap   11.551 eV



Version Q
DFT (ωB97M-V with the def2-TZVPD basis set) results for a cluster of 7 separate species, H14O7 in total.

Last column: natural (NBO) charge in e.
Element x y z (Å)
O (-2.43, 0.44, -0.25)  -0.9947
H (-1.85, 1.14, 0.11)  0.5069
H (-3.33, 0.61, 0.05)  0.4757
O (-1.29, -3.31, 0.24)  -0.9663
H (-0.65, -4.03, 0.31)  0.4686
H (-1.10, -2.78, 1.02)  0.4966
O (-0.42, -0.97, 1.57)  -0.9768
H (0.18, -0.29, 1.26)  0.4878
H (-1.27, -0.71, 1.18)  0.4895
O (-0.41, 2.23, 0.13)  -0.9912
H (-0.56, 2.52, -0.78)  0.4808
H (0.51, 2.44, 0.35)  0.5197
O (2.02, 0.12, -0.68)  -1.0068
H (2.70, -0.04, -1.34)  0.4718
H (1.28, -0.49, -0.92)  0.5139
O (2.64, 2.43, 0.49)  -0.9865
H (2.89, 2.69, 1.39)  0.4719
H (2.70, 1.46, 0.38)  0.5095
O (-0.17, -0.95, -1.48)  -0.9759
H (-1.02, -0.67, -1.83)  0.5024
H (-0.42, -1.85, -1.21)  0.5030

Values from the calculation:
HOMO energy   -11.06 eV
Net charge   0
Frontier orbital gap   11.629 eV



Version R
DFT (ωB97M-V with the def2-TZVPD basis set) results for a cluster of 7 separate species, H14O7 in total.

Last column: natural (NBO) charge in e.
Element x y z (Å)
O (-0.70, 3.41, 0.11)  -0.9546
H (-0.06, 3.17, -0.53)  0.4629
H (-1.20, 2.70, 0.33)  0.4871
O (0.57, -0.07, -2.29)  -0.9855
H (0.74, -0.45, -3.11)  0.4762
H (0.13, -0.64, -1.62)  0.4849
O (-0.96, 0.74, 0.79)  -0.9827
H (-0.85, 0.06, 0.11)  0.4786
H (-0.37, 0.56, 1.49)  0.4860
O (1.46, -2.05, 3.07)  -0.9550
H (1.45, -2.13, 4.02)  0.4628
H (1.37, -1.11, 2.92)  0.4759
O (-0.54, -1.72, -0.50)  -0.9440
H (0.11, -2.23, 0.01)  0.5048
H (-0.65, -2.30, -1.30)  0.4867
O (1.38, 0.50, 2.05)  -0.9524
H (1.90, 0.88, 1.35)  0.5039
H (1.67, 0.83, 2.84)  0.4793
O (-2.02, 0.26, -3.41)  -0.9359
H (-2.15, -0.67, -3.53)  0.4475
H (-1.29, 0.27, -2.81)  0.4736

Values from the calculation:
HOMO energy   -10.47 eV
Net charge   0
Frontier orbital gap   10.329 eV



Version S
DFT (ωB97M-V with the def2-TZVPD basis set) results for a cluster of 7 separate species, H14O7 in total.

Last column: natural (NBO) charge in e.
Element x y z (Å)
O (0.78, 3.07, 0.88)  -0.9902
H (0.61, 3.69, 1.61)  0.4757
H (1.34, 2.36, 1.30)  0.5038
O (2.01, 1.08, 2.10)  -0.9862
H (1.46, 0.33, 1.71)  0.5226
H (2.92, 0.97, 1.83)  0.4789
O (-1.31, 1.57, 0.06)  -0.9968
H (-0.63, 2.18, 0.43)  0.5081
H (-1.16, 0.76, 0.58)  0.4913
O (-1.22, -2.25, -2.16)  -0.9957
H (-0.85, -2.66, -2.99)  0.4825
H (-1.01, -1.28, -2.20)  0.5169
O (-0.53, -3.12, 0.35)  -0.9810
H (-1.37, -3.40, 0.79)  0.4810
H (-0.76, -2.94, -0.58)  0.5121
O (0.36, -0.59, 0.77)  -1.0295
H (0.51, -0.43, -0.18)  0.5027
H (0.00, -1.52, 0.78)  0.5193
O (-0.18, 0.28, -1.91)  -1.0217
H (0.36, 0.85, -2.47)  0.4891
H (-0.72, 0.88, -1.35)  0.5171

Values from the calculation:
HOMO energy   -11.02 eV
Net charge   0
Frontier orbital gap   11.575 eV



It is version S that is most stable; the runner-up trails by 0.0239 hartree.



Version P
DFT (ωB97M-V with the def2-TZVPD basis set) results for a cluster of 7 separate species, H14O7 in total.

Last column: natural (NBO) charge in e.
Element x y z (Å)
O (-0.92, 0.21, -0.13)  -0.9382
H (-0.27, -0.50, -0.21)  0.4612
H (-0.79, 0.74, -0.93)  0.4773
O (4.31, -0.06, -1.30)  -0.9341
H (4.87, -0.80, -1.54)  0.4746
H (3.44, -0.46, -1.16)  0.4597
O (-3.34, -0.91, 0.96)  -0.9348
H (-2.93, -1.41, 0.25)  0.4540
H (-2.67, -0.89, 1.65)  0.4797
O (-1.48, -2.92, -2.31)  -0.9354
H (-1.72, -1.99, -2.36)  0.4669
H (-1.85, -3.21, -1.47)  0.4693
O (2.66, 0.46, 1.96)  -0.9350
H (2.52, 1.22, 1.38)  0.4720
H (3.08, -0.20, 1.38)  0.4634
O (-0.45, -1.54, 2.31)  -0.9455
H (0.36, -2.06, 2.27)  0.4722
H (-0.29, -0.81, 1.70)  0.4725
O (-1.67, 5.15, -0.48)  -0.9307
H (-1.11, 5.69, -1.06)  0.4665
H (-1.72, 4.30, -0.92)  0.4642

Values from the calculation:
HOMO energy   -10.96 eV
Net charge   0
Frontier orbital gap   10.480 eV



Version Q
DFT (ωB97M-V with the def2-TZVPD basis set) results for a cluster of 7 separate species, H14O7 in total.

Last column: natural (NBO) charge in e.
Element x y z (Å)
O (-1.36, 0.75, 2.74)  -0.9767
H (-1.54, -0.09, 3.22)  0.4713
H (-0.48, 0.72, 2.34)  0.5050
O (2.14, -1.84, 0.54)  -0.9678
H (2.93, -2.31, 0.46)  0.4765
H (1.54, -2.16, -0.11)  0.4994
O (-2.10, -0.32, 0.26)  -0.9749
H (-1.48, -0.02, 0.92)  0.4882
H (-2.88, 0.18, 0.60)  0.4688
O (0.63, 0.38, 0.84)  -1.0033
H (0.41, 0.47, -0.07)  0.4766
H (1.39, -0.22, 0.86)  0.5022
O (-0.15, 3.28, -0.35)  -0.9511
H (0.09, 3.98, -0.91)  0.4614
H (0.20, 2.43, -0.64)  0.4788
O (0.09, 0.83, -1.69)  -0.9382
H (0.13, 1.49, -2.37)  0.4920
H (0.83, 0.24, -1.90)  0.4805
O (0.20, -2.65, -1.36)  -0.9599
H (-0.32, -3.30, -1.84)  0.4868
H (-0.28, -1.86, -1.55)  0.4846

Values from the calculation:
HOMO energy   -10.39 eV
Net charge   0
Frontier orbital gap   10.484 eV



Version R
DFT (ωB97M-V with the def2-TZVPD basis set) results for a cluster of 7 separate species, H14O7 in total.

Last column: natural (NBO) charge in e.
Element x y z (Å)
O (0.69, -0.39, 1.34)  -0.9319
H (1.54, 0.06, 1.28)  0.4728
H (0.29, 0.26, 2.02)  0.4613
O (1.20, 0.36, -2.71)  -0.9732
H (1.68, 1.07, -3.14)  0.4797
H (0.99, 0.72, -1.84)  0.4834
O (-3.95, 2.83, 0.23)  -0.9123
H (-4.40, 3.28, 0.86)  0.4521
H (-3.10, 2.74, 0.72)  0.4605
O (1.51, 2.44, -1.04)  -0.9550
H (1.68, 3.34, -1.08)  0.4760
H (1.28, 2.20, -0.12)  0.4845
O (2.24, -1.95, -0.41)  -0.9472
H (3.03, -1.80, -0.96)  0.4756
H (1.52, -1.52, -0.76)  0.4723
O (-0.67, 0.68, -0.56)  -0.9544
H (-0.48, 0.21, -1.39)  0.4746
H (-0.89, -0.03, 0.03)  0.4814
O (-1.24, -4.23, 3.02)  -0.9174
H (-0.96, -4.48, 2.16)  0.4600
H (-0.45, -3.86, 3.29)  0.4574

Values from the calculation:
HOMO energy   -11.06 eV
Net charge   0
Frontier orbital gap   11.047 eV



Version S
DFT (ωB97M-V with the def2-TZVPD basis set) results for a cluster of 7 separate species, H14O7 in total.

Last column: natural (NBO) charge in e.
Element x y z (Å)
O (0.82, -0.84, -0.95)  -0.9322
H (-0.09, -1.11, -1.14)  0.4615
H (0.92, -1.02, -0.01)  0.4708
O (-3.53, -0.79, -3.41)  -0.9307
H (-3.84, -0.92, -2.51)  0.4614
H (-3.36, -1.68, -3.73)  0.4698
O (-1.59, 1.87, 2.25)  -0.9413
H (-2.24, 2.57, 2.12)  0.4727
H (-2.07, 1.06, 2.02)  0.4691
O (-0.09, -4.13, 3.05)  -0.9306
H (-0.47, -3.72, 2.27)  0.4624
H (-0.34, -5.06, 2.98)  0.4683
O (-1.76, 1.72, -4.14)  -0.9311
H (-1.70, 1.36, -3.25)  0.4685
H (-1.52, 2.65, -4.03)  0.4621
O (5.09, -0.11, 0.95)  -0.9334
H (5.68, 0.65, 1.06)  0.4665
H (4.98, -0.18, -0.01)  0.4667
O (2.00, 2.33, 2.29)  -0.9396
H (2.01, 3.28, 2.14)  0.4626
H (1.10, 2.06, 2.05)  0.4765

Values from the calculation:
HOMO energy   -11.07 eV
Net charge   0
Frontier orbital gap   10.838 eV



It is version Q that is most stable; the runner-up trails by 0.0197 hartree.